Formula: C3H3ClOS
Source: OMol25
Level of theory: the ωB97M-V functional and the def2-TZVPD basis

Atoms and positions in Å:
Cl (-1.0375, 2.7703, -0.8684)
C (-0.7609, 1.2556, -0.2576)
C (-0.4700, -0.0068, -0.3280)
C (-0.6850, 0.4799, 1.1143)
H (-0.2743, -0.9019, -0.9145)
H (-1.5997, 0.0296, 1.4861)
H (0.2525, 0.3323, 1.6447)
O (2.1096, -2.1862, -1.6373)
S (2.4654, -1.7729, -0.2395)

Atomic forces in eV per Å
-0.088 0.528 -0.384
0.663 -2.259 2.211
-0.415 0.794 -0.861
0.158 -0.877 -2.454
-0.094 0.465 0.124
0.049 0.555 0.706
-0.323 0.797 0.621
0.238 0.326 1.087
-0.189 -0.329 -1.050

**F_max**: 0.063 hartree/bohr
**Kohn-Sham gap (alpha / beta)**: 7.48 / 7.55 eV
**SMILES**: ClC1=CC1.O=S
**E_HOMO (alpha / beta)**: -9.3 / -9.4 eV

=====

Formula: C3H3ClS
Source: OMol25
Level of theory: the ωB97M-V functional and the def2-TZVPD basis

Atoms and positions in Å:
C (-1.5090, -1.3238, 0.0755)
C (-1.5616, -0.1424, 0.2947)
C (0.9621, 1.7017, -0.0980)
S (2.0701, 0.9775, 0.7306)
Cl (2.4343, -0.8737, -0.2637)
H (-1.6068, -2.2723, -0.3503)
H (-1.4292, 0.7822, 0.5910)
H (0.6402, 1.1508, -0.9797)

Atomic forces in eV per Å
-0.396 1.439 -0.281
0.002 -4.629 -0.880
0.486 -0.007 0.437
-0.534 -0.186 -0.702
0.409 -0.107 0.355
0.076 -0.940 -0.038
0.256 4.154 1.236
-0.299 0.276 -0.128

**F_max**: 0.092 hartree/bohr
**Kohn-Sham gap**: 9.33 eV
**E_HOMO**: -9.9 eV

=====

Formula: C3H3F
Source: OMol25
Level of theory: the ωB97M-V functional and the def2-TZVPD basis

Atoms and positions in Å:
C (1.2781, 1.0104, -1.4379)
C (2.2572, 1.2442, -2.0731)
C (0.0881, -0.0954, 0.0567)
F (3.0666, 1.8402, -2.8759)
H (-0.7586, -0.6030, -0.3179)
H (0.0255, 0.7360, 0.7747)
H (1.0054, -0.7666, -0.0314)

Atomic forces in eV per Å
-3.872 -2.656 3.486
0.736 1.093 -1.111
4.979 1.470 -2.452
0.528 -0.235 -0.084
-1.014 0.250 -0.725
0.062 -0.896 -0.311
-1.419 0.974 1.197

**F_max**: 0.114 hartree/bohr
**Kohn-Sham gap**: 9.64 eV
**E_HOMO**: -9.9 eV

=====

Formula: C3H3F
Source: OMol25
Level of theory: the ωB97M-V functional and the def2-TZVPD basis

Atoms and positions in Å:
C (2.2765, -1.1085, -0.0212)
C (1.4255, -0.1980, 0.0578)
C (-1.2707, 0.0675, 0.0090)
F (1.4251, 1.1116, 0.0495)
H (-1.6041, -0.2322, -0.9350)
H (-1.4587, 1.0418, 0.2062)
H (-0.7936, -0.6822, 0.6338)

Atomic forces in eV per Å
1.285 -2.714 -0.081
-1.065 3.592 -0.212
1.111 -2.902 -0.065
-0.393 -0.484 0.167
-0.341 -0.695 -1.272
-0.136 2.760 1.220
-0.461 0.443 0.244

**F_max**: 0.073 hartree/bohr
**Kohn-Sham gap (alpha / beta)**: 6.75 / 9.71 eV
**E_HOMO (alpha / beta)**: -9.6 / -10.9 eV

=====

Formula: C3H3F2I
Source: OMol25
Level of theory: the ωB97M-V functional and the def2-TZVPD basis

Atoms and positions in Å:
C (-0.9105, 0.5191, -0.7065)
C (-1.4131, 0.8827, 0.4258)
C (1.4526, -1.1313, -0.0587)
F (-2.5131, 1.6836, 0.5317)
F (1.0992, -1.4855, 1.1702)
I (3.0038, 0.2288, -0.2293)
H (-1.0501, 0.6223, -1.7543)
H (-1.0509, 0.6038, 1.4052)
H (1.3822, -1.9236, -0.7841)

Atomic forces in eV per Å
0.670 -0.521 0.080
-0.303 0.161 0.512
-0.469 0.757 -0.142
0.094 -0.041 -0.106
0.103 -0.011 0.108
-0.140 -0.204 0.077
-0.053 0.064 -0.426
0.093 -0.052 0.028
0.004 -0.153 -0.132

**F_max**: 0.018 hartree/bohr
**Kohn-Sham gap (alpha / beta)**: 9.38 / 7.93 eV
**E_HOMO (alpha / beta)**: -9.6 / -8.6 eV

=====

Formula: C3H3F2I
Source: OMol25
Level of theory: the ωB97M-V functional and the def2-TZVPD basis

Atoms and positions in Å:
C (0.2592, 0.7424, 0.0151)
C (-1.0811, 0.3564, 0.6074)
C (1.0222, -0.3946, -1.0216)
F (0.2392, -1.0939, -1.9162)
F (1.5275, -1.3712, -0.2296)
I (-1.1192, -0.7910, 2.3122)
H (0.1197, 1.5639, -0.5852)
H (1.1214, 0.6980, 0.7303)
H (-2.0888, 0.2900, 0.0874)

Atomic forces in eV per Å
0.074 -3.515 0.669
0.373 -0.602 -0.802
-2.252 -1.487 0.975
0.724 1.337 0.722
0.189 0.707 -0.445
0.071 0.002 -0.025
0.222 2.199 -1.114
-1.193 0.922 -0.300
1.791 0.437 0.322

**F_max**: 0.070 hartree/bohr
**Kohn-Sham gap (alpha / beta)**: 8.52 / 7.77 eV
**E_HOMO (alpha / beta)**: -9.3 / -8.5 eV

=====

Formula: C3H3F2I3
Source: OMol25
Level of theory: the ωB97M-V functional and the def2-TZVPD basis

Atoms and positions in Å:
C (0.6702, 1.6882, 0.1092)
C (0.1760, -0.6534, 0.5533)
C (-0.8812, -1.0295, -0.4602)
F (-1.3327, -2.3260, -0.4087)
F (-0.4943, -0.8044, -1.6977)
I (2.5612, 1.7525, -0.5957)
I (1.8443, -1.8639, 0.5604)
I (-2.6774, 0.2828, -0.2206)
H (0.6970, 1.5476, 1.2251)
H (-0.2600, 1.7567, -0.4967)
H (-0.3030, -0.3507, 1.4316)

Atomic forces in eV per Å
-0.874 -3.586 1.742
-0.277 1.420 -2.211
-0.659 0.191 0.715
0.464 0.833 0.160
0.519 -0.227 -1.098
0.164 0.188 -0.464
-0.100 0.193 0.126
0.366 -0.463 0.184
-0.570 1.147 -1.411
1.062 0.440 0.594
-0.095 -0.136 1.663

**F_max**: 0.079 hartree/bohr
**Kohn-Sham gap (alpha / beta)**: 7.71 / 7.97 eV
**E_HOMO (alpha / beta)**: -8.6 / -8.7 eV

=====

Formula: C3H3F2NO
Source: OMol25
Level of theory: the ωB97M-V functional and the def2-TZVPD basis

Atoms and positions in Å:
C (-0.3385, 0.3354, -1.1403)
C (0.9423, 0.5195, -0.3571)
C (-0.4771, -0.7583, 1.0282)
N (-1.3053, -0.2733, -0.6201)
O (0.7862, -0.5001, 0.6391)
F (-1.0736, 0.0293, 2.0501)
F (-0.7256, -2.0676, 1.3400)
H (-0.5781, 0.9188, -2.0373)
H (1.9245, 0.2172, -0.8614)
H (0.8452, 1.5791, -0.0411)

Atomic forces in eV per Å
-0.995 0.441 -0.405
0.018 -1.178 -0.759
-2.662 0.751 -2.942
1.251 -0.960 3.313
-0.059 0.125 2.336
1.712 -1.514 -2.129
0.876 2.361 -0.400
0.548 -0.314 -0.068
-1.511 0.949 0.528
0.823 -0.660 0.525

**F_max**: 0.079 hartree/bohr
**Kohn-Sham gap**: 10.99 eV
**E_HOMO**: -10.2 eV

=====

Formula: C3H3F2NO2
Source: OMol25
Level of theory: the ωB97M-V functional and the def2-TZVPD basis

Atoms and positions in Å:
O (0.4625, -2.1083, 1.4063)
C (-0.2709, -1.6683, 0.4615)
C (-0.2424, -0.2571, 0.0442)
N (-1.0248, 0.1373, -0.8971)
O (-1.1033, 1.5074, -1.1248)
C (0.9729, 0.6002, 0.4478)
F (1.5509, 1.1950, -0.5719)
F (0.4774, 1.4394, 1.4564)
H (-0.8518, -2.3590, -0.2048)
H (-1.6944, 1.5438, -1.8960)
H (1.7240, -0.0305, 0.8786)

Atomic forces in eV per Å
-2.923 1.796 -3.434
2.684 -2.231 2.094
1.352 1.704 -1.616
-1.387 -0.320 0.819
0.727 -1.265 -0.144
-1.937 -1.400 2.449
-0.108 1.357 -0.780
1.012 0.226 -1.099
0.061 0.448 0.735
0.210 0.028 0.326
0.309 -0.342 0.649

**F_max**: 0.094 hartree/bohr
**Kohn-Sham gap**: 9.65 eV
**SMILES**: O=C/C(=N/O)C(F)F
**E_HOMO**: -10.5 eV

=====

Formula: C3H3F2NS
Source: OMol25
Level of theory: the ωB97M-V functional and the def2-TZVPD basis

Atoms and positions in Å:
C (1.2382, 1.0078, -1.6589)
C (-0.6633, -1.0333, 1.2992)
C (0.1225, 0.7773, -0.7774)
N (2.1102, 1.0875, -2.3960)
F (-1.0092, 0.9594, -1.4616)
F (0.0260, 1.5244, 0.3761)
S (0.3707, -1.0984, -0.2182)
H (0.1381, -1.2808, 2.0538)
H (-1.3016, -1.8971, 1.3463)
H (-1.0317, -0.0467, 1.4367)

Atomic forces in eV per Å
-0.549 1.302 0.827
2.803 -0.609 -0.352
-0.122 3.312 -0.369
0.747 -0.306 -0.479
-1.014 -0.171 -0.240
0.646 0.084 -0.735
-0.271 -4.609 1.696
-0.749 0.512 -0.406
-0.650 0.008 -0.298
-0.842 0.478 0.355

**Multiplicity**: 3
**F_max**: 0.096 hartree/bohr
**⟨S²⟩**: 2.01
**Kohn-Sham gap (alpha / beta)**: 6.08 / 8.31 eV
**E_HOMO (alpha / beta)**: -5.7 / -11.5 eV

=====

Formula: C3H3F2O3S
Source: OMol25
Level of theory: the ωB97M-V functional and the def2-TZVPD basis

Atoms and positions in Å:
C (0.5107, 0.0473, 0.2896)
C (-0.5497, -0.2692, -0.4555)
C (-1.8577, -0.8523, -0.1466)
F (-2.3579, -1.7256, -0.9961)
F (-1.7983, -1.7659, 1.1649)
S (-3.0709, 0.5165, 0.0218)
O (-2.8378, 1.1447, -1.2666)
O (-4.3890, 0.0567, 0.3267)
O (-2.5524, 1.2049, 1.1741)
H (1.3087, 0.5030, -0.1364)
H (0.5419, -0.1780, 1.3866)
H (-0.6731, -0.1055, -1.4342)

Atomic forces in eV per Å
-3.168 -1.990 1.954
0.794 -1.207 2.901
-1.107 -1.788 4.667
0.426 -0.703 -1.285
0.073 2.345 -2.515
0.465 0.904 1.564
-0.262 -0.075 -0.274
-1.126 -1.230 -1.016
1.056 0.916 0.346
2.325 1.350 -1.213
-0.164 0.254 -1.216
0.689 1.225 -3.912

**F_max**: 0.100 hartree/bohr
**Kohn-Sham gap**: 9.12 eV
**Charge**: -1
**SMILES**: C=CC(F)(F)S(=O)(=O)[O-]
**E_HOMO**: -5.3 eV

=====

Formula: C3H3F3
Source: OMol25
Level of theory: the ωB97M-V functional and the def2-TZVPD basis

Atoms and positions in Å:
C (1.7291, 0.2233, -0.3464)
C (0.7394, -0.4355, 0.1009)
C (-0.3250, -1.1965, 0.3742)
F (-1.4773, -0.6894, 0.8213)
F (-0.2236, -2.4983, 0.3216)
H (1.6537, 0.5691, -1.4253)
H (2.6385, 0.4890, 0.1693)
F (-2.2629, 1.7826, -0.4294)
H (-2.4719, 1.7556, 0.4137)

Atomic forces in eV per Å
1.113 1.495 -2.646
-3.302 -2.245 1.341
2.655 2.810 -0.345
0.272 -0.990 -0.028
-1.020 -0.729 0.100
0.345 -0.432 1.272
-0.073 0.064 0.352
0.936 0.213 -3.891
-0.926 -0.187 3.845

**F_max**: 0.082 hartree/bohr
**Kohn-Sham gap**: 10.22 eV
**SMILES**: C=C=C(F)F.F
**E_HOMO**: -9.4 eV

=====

Formula: C3H3F3N2O
Source: OMol25
Level of theory: the ωB97M-V functional and the def2-TZVPD basis

Atoms and positions in Å:
C (-2.8873, -1.5727, 0.0250)
C (1.7761, -0.8319, 0.2435)
C (0.3892, 1.6095, -0.2228)
N (-2.1104, -2.3844, 0.0804)
N (0.0690, 0.3915, -0.7787)
O (0.8008, -0.6376, -0.5368)
F (1.2443, 2.3536, -0.8954)
F (-0.6954, 2.4186, -0.1456)
F (0.9222, 1.4948, 1.0348)
H (-3.7857, -0.9456, -0.0262)
H (2.1728, 0.0097, 0.9371)
H (2.1044, -1.9056, 0.2848)

Atomic forces in eV per Å
-3.169 2.101 -0.189
1.016 0.284 1.489
-0.321 0.640 1.153
2.144 -1.776 0.168
-2.507 1.338 -1.591
1.561 -1.558 0.925
1.535 0.321 -0.949
-0.111 -1.030 0.236
-0.343 0.497 0.460
1.102 -0.324 0.029
-0.591 -1.876 -1.535
-0.317 1.385 -0.195

**F_max**: 0.074 hartree/bohr
**Kohn-Sham gap (alpha / beta)**: 8.91 / 8.91 eV
**E_HOMO (alpha / beta)**: -9.5 / -9.5 eV

=====

Formula: C3H3F3O
Source: OMol25
Level of theory: the ωB97M-V functional and the def2-TZVPD basis

Atoms and positions in Å:
C (0.3334, -0.2168, 0.9844)
C (-0.3103, -0.8286, -0.0081)
F (0.1844, -1.6825, -0.8639)
C (-1.6892, -0.2287, -0.4628)
F (-1.5256, 1.1160, -0.7883)
O (-2.3526, -0.3428, 0.6347)
F (-3.7476, 0.1855, 0.4489)
H (1.3471, -0.4078, 1.1652)
H (-0.3207, 0.2847, 1.7698)
H (-2.0258, -0.7024, -1.5251)

Atomic forces in eV per Å
-2.355 -0.501 0.725
-0.973 2.416 0.457
0.598 -0.616 -0.651
2.013 -0.330 -4.598
0.084 -0.200 0.000
-3.633 -0.382 2.443
1.516 -0.544 -0.111
1.234 -0.295 0.423
1.247 -0.189 -1.492
0.269 0.642 2.804

**F_max**: 0.098 hartree/bohr
**Kohn-Sham gap**: 9.91 eV
**SMILES**: C=C(F)[C@H](F)OF
**E_HOMO**: -10.6 eV

=====

Formula: C3H3FN2
Source: OMol25
Level of theory: the ωB97M-V functional and the def2-TZVPD basis

Atoms and positions in Å:
C (1.6902, 1.7441, 0.0981)
C (1.1051, 0.6930, 0.1717)
C (-1.1220, -0.9142, -0.1484)
N (-1.9017, -0.1857, 0.4324)
N (0.6740, -0.5369, 0.3427)
F (1.3388, -1.4543, -0.5329)
H (2.1777, 2.6720, 0.0978)
H (-1.0558, -1.7507, -0.8194)
H (-2.9063, -0.2674, 0.3580)

Atomic forces in eV per Å
-0.565 -0.429 0.055
0.840 0.767 -0.475
2.936 1.954 1.689
0.226 -0.095 -0.093
-3.996 -2.455 -0.516
0.314 0.289 -0.141
0.243 0.527 -0.065
0.103 -0.300 -0.201
-0.101 -0.258 -0.252

**F_max**: 0.092 hartree/bohr
**Kohn-Sham gap**: 9.51 eV
**E_HOMO**: -8.7 eV

=====

Formula: C3H3FN2OS
Source: OMol25
Level of theory: the ωB97M-V functional and the def2-TZVPD basis

Atoms and positions in Å:
O (-0.1398, -2.1835, -0.0476)
N (0.0275, -0.8323, -0.0037)
C (1.2156, -0.1521, -0.0271)
F (2.3527, -0.8570, -0.0688)
C (0.9679, 1.1724, 0.0494)
N (-0.4323, 1.2791, -0.0244)
C (-1.0003, 0.0596, -0.0929)
S (-2.6306, -0.3792, -0.0281)
H (-1.0229, -2.3003, 0.3751)
H (1.5799, 2.0793, 0.1009)
H (-0.9178, 2.1141, -0.2329)

Atomic forces in eV per Å
0.093 0.141 0.224
-0.441 0.824 -0.699
1.314 -0.624 0.503
-0.777 0.725 0.203
-0.010 0.578 -0.551
1.217 -0.950 0.106
-1.393 -0.634 0.750
0.611 0.090 -0.208
0.079 0.118 -0.251
-0.132 -0.891 -0.136
-0.561 0.624 0.058

**F_max**: 0.033 hartree/bohr
**Kohn-Sham gap**: 8.69 eV
**SMILES**: On1c(F)c[nH]c1=S
**E_HOMO**: -8.0 eV

=====

Formula: C3H3FN2OS
Source: OMol25
Level of theory: the ωB97M-V functional and the def2-TZVPD basis

Atoms and positions in Å:
N (0.8530, 1.8144, 0.2432)
N (0.2156, 0.7282, -0.4021)
O (-1.2314, 0.7795, -0.2192)
C (-1.5915, -0.4887, 0.0163)
F (-2.9486, -0.7656, 0.0671)
C (-0.5796, -1.3652, -0.0103)
C (0.5865, -0.5628, -0.2027)
S (2.2470, -1.0674, -0.0304)
H (1.4947, 1.4170, 1.0073)
H (1.4675, 2.0232, -0.5253)
H (-0.5132, -2.5126, 0.0561)

Atomic forces in eV per Å
0.677 -1.574 -0.057
-1.338 0.194 0.906
-0.309 -0.058 0.628
-2.055 -0.558 -0.856
3.025 1.137 0.008
0.587 -2.220 -0.101
2.877 -1.760 0.932
-2.442 0.993 -0.374
-1.228 0.381 -1.234
0.700 1.121 0.120
-0.495 2.344 0.028

**F_max**: 0.068 hartree/bohr
**Kohn-Sham gap**: 8.57 eV
**SMILES**: Nn1oc(F)cc1=S
**E_HOMO**: -8.8 eV

=====

Formula: C3H3FNO4
Source: OMol25
Level of theory: the ωB97M-V functional and the def2-TZVPD basis

Atoms and positions in Å:
C (-1.1552, 0.2289, -0.7009)
C (-0.0699, 0.1466, 0.3780)
F (-0.6933, 0.2416, 1.6088)
C (0.6218, -1.5329, 0.4916)
O (-0.2997, -2.2524, 0.2624)
O (1.7962, -1.5946, 0.7924)
N (0.9492, 1.1116, 0.1847)
O (1.2266, 1.3584, -0.9945)
O (1.5495, 1.5171, 1.1787)
H (-0.4741, 0.4213, -1.5769)
H (-1.8030, 1.0621, -0.6771)
H (-1.6481, -0.7077, -0.9471)

Atomic forces in eV per Å
3.025 -0.700 -1.884
-2.437 -2.116 -0.154
0.533 0.638 0.382
1.014 2.021 -0.135
-1.481 -1.777 -0.299
0.100 0.217 0.052
0.697 0.389 0.563
0.828 0.503 0.776
-0.232 0.123 -1.001
-1.144 -0.224 0.346
-0.839 0.941 0.610
-0.063 -0.015 0.743

**F_max**: 0.071 hartree/bohr
**Kohn-Sham gap**: 8.69 eV
**Charge**: -1
**SMILES**: C[C@@](F)(C(=O)[O-])[N+](=O)[O-]
**E_HOMO**: -4.7 eV

=====

Formula: C3H3FO2
Source: OMol25
Level of theory: the ωB97M-V functional and the def2-TZVPD basis

Atoms and positions in Å:
C (2.1027, -0.5620, 1.3111)
C (-0.2082, -0.5135, -0.2174)
C (0.9201, 0.3870, 0.1398)
O (2.8786, -0.0199, 2.0186)
O (0.8904, -0.2323, -1.1071)
F (2.0911, -1.8173, 1.0026)
H (-0.3323, -1.4309, 0.1240)
H (-1.1047, 0.0975, -0.5355)
H (1.1595, 1.4629, 0.3505)

Atomic forces in eV per Å
-1.506 4.463 -2.647
-0.533 7.192 -2.243
2.725 -3.117 2.752
-0.369 -0.673 0.199
0.173 0.204 0.524
-0.002 -1.668 0.026
-0.277 -4.046 1.598
0.703 -1.274 0.398
-0.914 -1.081 -0.606

**F_max**: 0.147 hartree/bohr
**Kohn-Sham gap**: 10.82 eV
**E_HOMO**: -10.0 eV

=====

Formula: C3H3FO3
Source: OMol25
Level of theory: the ωB97M-V functional and the def2-TZVPD basis

Atoms and positions in Å:
O (-0.1641, 0.0790, 1.8278)
C (0.6754, 1.0045, 2.0747)
O (0.9795, 1.2506, 3.2743)
O (1.2737, 1.5808, 1.1275)
C (-0.1038, -1.1876, -1.0731)
C (-0.6897, -0.1501, -1.6812)
H (-0.6629, -2.0997, -0.8591)
H (0.9797, -1.1608, -0.9596)
F (-1.9998, -0.1792, -1.9970)
H (-0.2882, 0.8626, -1.7343)

Atomic forces in eV per Å
-0.120 0.320 0.146
0.639 -0.714 -0.162
-0.281 0.155 0.217
-0.217 0.234 -0.207
-0.187 0.584 -1.398
0.708 -0.556 1.465
0.224 0.275 -0.089
-0.463 0.121 0.499
-0.430 -0.007 -0.122
0.127 -0.413 -0.348

**Multiplicity**: 2
**F_max**: 0.033 hartree/bohr
**⟨S²⟩**: 0.76
**Kohn-Sham gap (alpha / beta)**: 9.11 / 8.07 eV
**Charge**: -1
**E_HOMO (alpha / beta)**: -5.1 / -4.8 eV